C5H9F2N2 | ωB97M-V with the def2-TZVPD basis set

```
18
Properties=species:S:1:pos:R:3:forces:R:3
C -0.1705 1.0596 -1.0785 0.288 1.182 0.988
C 0.4738 1.8299 -0.4017 1.115 1.735 -1.109
C -0.8468 -0.1582 -1.4087 -0.551 -1.408 2.339
C -0.1299 -1.2149 -0.4323 -0.132 2.374 -1.892
C 1.2824 -0.7949 -0.4858 1.209 -2.014 2.162
N 2.1167 -0.9804 -1.4580 1.213 1.645 2.084
N -1.8228 0.6062 2.9464 2.188 -0.370 -3.232
F 1.2594 2.8482 -0.1546 -1.127 -1.408 0.239
F 1.9356 -0.5473 0.7087 -1.561 -0.146 -2.676
H -1.8591 -0.2045 -1.0021 -0.212 0.459 -0.649
H -0.8346 -0.3897 -2.4396 0.078 -0.427 -1.048
H -0.5641 -1.0514 0.5101 -0.166 0.291 1.457
H -0.3210 -2.2054 -0.7155 0.243 -1.588 -0.552
H 1.9844 -1.1288 -2.4451 -0.490 -0.120 -0.076
H 3.0173 -0.6167 -1.0999 0.033 -0.578 -1.162
H -0.8461 0.9835 2.9231 -1.517 -0.236 0.362
H -2.2876 0.8361 3.7426 -0.917 0.525 3.481
H -2.3870 1.1286 2.2910 0.303 0.086 -0.717
```
Positions in Å, forces in eV/Å.

Computed properties:
- HOMO level: -0.4800 hartree
- Total charge: +1
- Energy relative to the best compared isomer or geometry (same formula, charge and spin): 501.4 kJ/mol
- LUMO energy: -5.02 eV
- Kohn-Sham gap: 0.2954 Ha
- Energy: -504.762422 Ha
- Maximum force: 3.9 eV Å⁻¹

These are the Löwdin partial charges, in e, on atoms 1 to 4: C -0.023; C -0.047; C -0.116; C -0.027